A structure of composition C24H16CuN5O3S2. Source: the OMol25 dataset; level of theory: the ωB97M-V functional and the def2-TZVPD basis.

HOMO level in eV: -7.079
Total charge: 0

Each line ends with the Mulliken charge.
Positions of all 51 atoms, in Å:
Cu1 -1.97 -2.12 -1.34  -0.457
S1 3.49 -2.32 3.76  0.123
N1 3.58 -2.43 2.15  -0.679
C1 2.34 -2.39 1.68  0.654
C2 1.97 -2.44 0.29  0.633
C3 2.89 -2.55 -0.75  -0.619
C4 2.43 -2.56 -2.05  -0.680
C5 1.05 -2.49 -2.27  -0.365
N2 0.17 -2.39 -1.29  -0.487
C6 0.60 -2.35 -0.02  0.261
C7 -0.40 -2.19 1.03  0.366
N3 -1.68 -2.05 0.65  -0.402
C8 -2.63 -1.94 1.56  -0.265
C9 -2.36 -1.92 2.93  -0.829
C10 -1.05 -2.02 3.34  -0.647
C11 -0.04 -2.17 2.39  0.449
C12 1.36 -2.26 2.71  0.904
N4 1.89 -2.20 3.92  -0.699
H1 3.94 -2.61 -0.52  0.524
H2 3.11 -2.63 -2.88  0.454
H3 0.66 -2.52 -3.28  0.492
H4 -3.64 -1.85 1.18  0.459
H5 -3.17 -1.80 3.64  0.452
H6 -0.78 -1.99 4.39  0.530
O1 -3.34 -3.75 -1.34  -0.350
N5 -4.37 -3.08 -1.55  0.289
O2 -4.15 -1.86 -1.72  -0.352
O3 -1.50 0.14 -1.51  -0.383
S2 -1.26 0.95 -0.28  0.519
C13 0.53 1.25 -0.17  0.502
C14 1.28 1.19 -1.33  -0.487
C15 2.66 1.37 -1.26  -0.709
C16 3.26 1.60 -0.04  -0.466
C17 2.50 1.68 1.12  -0.709
C18 1.13 1.50 1.05  -0.232
C19 -1.56 2.67 -0.79  0.557
C20 -1.54 3.69 0.15  -0.365
C21 -1.79 4.99 -0.26  -0.641
C22 -2.06 5.25 -1.60  -0.416
C23 -2.09 4.22 -2.52  -0.683
C24 -1.84 2.92 -2.12  -0.339
H7 0.78 0.99 -2.27  0.447
H8 3.25 1.33 -2.17  0.431
H9 4.34 1.72 0.02  0.414
H10 2.98 1.86 2.07  0.450
H11 0.52 1.54 1.95  0.435
H12 -1.32 3.47 1.19  0.351
H13 -1.77 5.79 0.46  0.387
H14 -2.25 6.27 -1.92  0.382
H15 -2.30 4.42 -3.57  0.386
H16 -1.87 2.08 -2.81  0.410

***

A structure of composition C24H16FN2O3S5Tl in a non-equilibrium geometry. Source: the OMol25 dataset; level of theory: the ωB97M-V functional and the def2-TZVPD basis.

HOMO level in eV: -1.587
ΔE to the lowest compared entry with this formula, charge and spin in kcal/mol: 0.0
Total charge: -2

Each line ends with the Mulliken charge.
Positions of all 52 atoms, in Å:
Tl1 -0.67 0.08 -0.33  1.571
O1 3.91 0.45 3.01  -0.701
C1 2.95 0.61 3.94  0.229
C2 3.33 0.70 5.28  -0.626
C3 2.38 0.92 6.27  -0.315
C4 1.04 1.04 5.93  -0.677
C5 0.66 0.90 4.61  -0.532
C6 1.59 0.68 3.61  0.246
C7 1.10 0.52 2.21  0.974
O2 -0.14 0.39 2.03  -0.910
N1 2.05 0.51 1.30  -0.892
N2 1.67 0.41 -0.01  0.152
C8 2.60 0.62 -0.89  -0.380
C9 2.48 0.64 -2.31  0.789
C10 3.61 1.07 -3.02  -0.786
C11 3.62 1.19 -4.39  -0.678
C12 2.49 0.82 -5.11  -0.374
C13 1.37 0.37 -4.46  -0.701
C14 1.29 0.30 -3.04  0.288
O3 0.20 -0.10 -2.52  -0.627
H1 3.40 0.46 2.12  0.617
H2 4.37 0.59 5.53  0.379
H3 2.69 0.99 7.30  0.343
H4 0.30 1.23 6.70  0.382
H5 -0.38 0.96 4.32  0.434
H6 3.60 0.85 -0.49  0.148
H7 4.50 1.34 -2.45  0.298
H8 4.50 1.56 -4.91  0.354
H9 2.49 0.90 -6.19  0.348
H10 0.49 0.08 -5.02  0.346
S1 -5.80 5.66 -0.07  -0.384
C15 -4.70 4.44 -0.15  0.094
S2 -2.98 4.69 -0.21  -0.123
C16 -2.49 3.00 -0.31  0.162
C17 -3.49 2.09 -0.30  0.129
S3 -3.41 0.37 -0.41  -0.431
S4 -5.12 2.76 -0.18  -0.133
S5 -0.79 2.77 -0.43  -0.503
F1 -5.11 -4.77 -2.39  -0.360
C18 -4.01 -4.12 -1.88  0.492
C19 -3.73 -4.22 -0.54  -0.650
C20 -2.61 -3.60 -0.04  -0.300
C21 -1.75 -2.88 -0.88  0.357
C22 -0.53 -2.26 -0.36  -1.780
C23 -2.09 -2.77 -2.23  -0.010
C24 -3.21 -3.38 -2.74  -0.725
H11 -4.39 -4.80 0.11  0.395
H12 -2.38 -3.66 1.01  0.328
H13 0.31 -2.36 -1.04  0.424
H14 -0.27 -2.57 0.65  0.483
H15 -1.46 -2.16 -2.87  0.421
H16 -3.48 -3.29 -3.78  0.416

***

A structure of composition C24H16N3PtS5 in a non-equilibrium geometry. Source: the OMol25 dataset; level of theory: the ωB97M-V functional and the def2-TZVPD basis.

Multiplicity: 5
HOMO level (spin up / spin down) in eV: -10.254 / -10.208
Total charge: +1
<S²>: 6.07

Each line ends with the Mulliken charge.
Positions of all 49 atoms, in Å:
Pt1 0.34 0.12 0.33  1.388
C1 -1.63 2.46 -0.29  -1.265
C2 -0.28 2.92 -0.70  0.485
C3 -0.06 4.16 -1.34  -0.858
C4 1.18 4.49 -1.79  -0.862
C5 2.27 3.61 -1.58  1.105
C6 3.58 3.86 -2.04  -0.740
C7 4.58 2.95 -1.81  -0.776
C8 4.33 1.78 -1.10  -0.470
C9 3.06 1.49 -0.63  0.873
S1 2.82 0.02 0.25  -0.307
C10 1.99 2.40 -0.88  -0.543
N1 0.74 2.11 -0.47  -0.032
H1 -2.39 2.72 -1.03  0.452
H2 -1.92 2.91 0.66  0.335
H3 -1.62 1.37 -0.17  0.173
H4 -0.90 4.82 -1.48  0.593
H5 1.35 5.41 -2.32  0.452
H6 3.77 4.78 -2.57  0.435
H7 5.58 3.15 -2.17  0.407
H8 5.13 1.08 -0.91  0.485
S2 -0.22 -1.87 -0.91  -0.485
C11 -0.55 -1.03 -2.36  0.418
N2 -0.94 0.21 -2.39  -0.167
C12 -1.20 0.62 -3.66  -0.157
C13 -1.72 1.86 -4.04  -0.075
C14 -1.95 2.11 -5.37  -0.807
C15 -1.65 1.15 -6.35  -0.455
C16 -1.15 -0.09 -6.00  -0.587
C17 -0.95 -0.36 -4.66  0.720
S3 -0.40 -1.83 -3.93  -0.204
H9 -1.96 2.60 -3.28  0.226
H10 -2.36 3.06 -5.67  0.407
H11 -1.81 1.39 -7.39  0.390
H12 -0.92 -0.83 -6.76  0.399
S4 -0.45 2.91 2.69  -0.134
C18 0.03 1.42 3.27  0.241
N3 0.23 0.34 2.54  -0.296
C19 0.77 -0.69 3.25  0.124
C20 1.18 -1.92 2.73  -0.036
C21 1.76 -2.84 3.57  -0.949
C22 1.92 -2.57 4.93  -0.438
C23 1.50 -1.37 5.47  -0.607
C24 0.95 -0.42 4.62  0.706
S5 0.41 1.19 4.98  -0.144
H13 1.03 -2.12 1.67  0.334
H14 2.11 -3.78 3.18  0.427
H15 2.36 -3.31 5.57  0.403
H16 1.61 -1.16 6.52  0.418

***

A structure of composition C24H16N4O8S3Sc in a non-equilibrium geometry. Source: the OMol25 dataset; level of theory: the ωB97M-V functional and the def2-TZVPD basis.

HOMO level in eV: -4.634
ΔE to the lowest compared entry with this formula, charge and spin in kcal/mol: 4.7
Total charge: -1

Each line ends with the Mulliken charge.
Positions of all 56 atoms, in Å:
Sc1 0.52 -0.94 0.95  -0.026
O1 -0.20 -5.31 0.45  -0.471
C1 0.20 -4.04 0.42  0.019
O2 0.42 -3.38 1.40  -0.382
C2 0.42 -3.51 -0.96  0.478
C3 0.48 -4.28 -2.11  -0.708
C4 0.80 -3.66 -3.30  -0.798
C5 1.05 -2.29 -3.32  -0.669
C6 0.94 -1.60 -2.12  1.087
N1 0.64 -2.20 -0.99  0.809
C7 1.17 -0.12 -1.91  0.124
O3 1.64 0.61 -2.90  -0.520
O4 1.01 0.35 -0.82  -0.408
H1 -0.32 -5.55 1.38  0.380
H2 0.29 -5.35 -2.05  0.556
H3 0.86 -4.23 -4.22  0.434
H4 1.29 -1.80 -4.25  0.305
H5 1.50 0.18 -3.75  0.356
S1 3.00 -1.76 0.63  -0.479
C8 3.91 -1.21 2.03  0.779
C9 5.26 -1.54 2.15  -0.721
C10 6.01 -1.13 3.24  -0.525
C11 5.42 -0.36 4.23  -0.513
C12 4.08 -0.03 4.13  -0.734
C13 3.31 -0.44 3.04  0.444
S2 1.62 0.06 2.97  -0.460
H6 5.72 -2.14 1.37  0.396
H7 7.06 -1.40 3.30  0.328
H8 5.99 -0.03 5.09  0.333
H9 3.60 0.57 4.90  0.403
O5 -4.92 3.81 2.12  -0.723
C14 -3.84 4.00 1.55  0.426
O6 -3.41 4.98 0.89  -0.744
C15 -2.82 2.85 1.62  0.192
C16 -1.46 3.14 1.70  -0.803
C17 -0.52 2.14 1.56  -0.416
N2 -0.88 0.87 1.33  0.418
C18 -2.19 0.57 1.31  0.404
C19 -3.18 1.52 1.47  -0.598
C20 -2.48 -0.89 1.03  0.429
O7 -3.61 -1.31 0.94  -0.717
O8 -1.39 -1.60 0.87  -0.284
H10 -1.15 4.17 1.82  0.436
H11 0.54 2.32 1.62  0.488
H12 -4.22 1.22 1.43  0.556
S3 -1.56 -0.11 -3.36  -0.358
C21 -2.32 1.37 -3.17  0.297
N3 -2.13 2.12 -2.03  0.215
C22 -2.78 3.27 -1.76  -0.009
C23 -3.67 3.74 -2.67  -0.825
C24 -3.80 3.00 -3.85  0.006
N4 -3.15 1.88 -4.11  -0.553
H13 -1.50 1.73 -1.34  -0.167
H14 -2.59 3.75 -0.82  0.672
H15 -4.25 4.63 -2.47  0.447
H16 -4.46 3.35 -4.64  0.395

***

no.,energy (Ha)
1,-3860.4877
2,-3522.8012
3,-3198.4469
4,-3700.7914